No. 1
DFT (wB97M-V/def2-TZVPD) results for the molecule C23H30N2O2.

Its total energy is -1154.38205 hartree. Its LUMO energy is 0.78 eV. The value obtained for the max |F| is 0.0155 hartree/bohr. The molecular weight comes out at 366.5 g/mol. Its structure (SMILES) is C=CCc1ccccc1OC[C@H](O)CN1CCN(c2ccc(C)cc2)CC1. The frontier orbital gap is 8.471 eV. Its energy relative to the best compared isomer or geometry (same formula, charge and spin) is 63.1 kcal per mole.

Geometry as ORCA input:
```
! wB97M-V def2-TZVPD RIJCOSX def2/J DEFGRID3
* xyz 0 1
C 4.76922 0.22957 3.59915
C 4.83711 -0.35089 2.41468
C 5.32128 0.32141 1.16486
C 4.30954 0.16728 0.06011
C 4.51770 -0.71267 -0.98665
C 3.57512 -0.87023 -1.98942
C 2.40656 -0.13607 -1.93880
C 2.17297 0.74769 -0.89823
C 3.11449 0.90457 0.11012
O 3.01730 1.76723 1.16501
C 1.80444 2.40498 1.50120
C 1.08657 1.65036 2.63634
O 1.91145 1.56161 3.76819
C 0.63665 0.24826 2.19169
N -0.26878 0.27432 1.05770
C -0.37013 -1.03237 0.42860
C -1.23004 -0.95647 -0.83244
N -2.54569 -0.47488 -0.48306
C -3.62855 -0.74527 -1.31724
C -4.92902 -0.52093 -0.85427
C -6.02478 -0.82734 -1.63238
C -5.87890 -1.37983 -2.89981
C -7.07779 -1.73164 -3.72820
C -4.59107 -1.61300 -3.35721
C -3.48433 -1.30014 -2.58944
C -2.45618 0.82205 0.15152
C -1.60467 0.72247 1.41329
H 4.42495 -0.29448 4.47524
H 5.08611 1.24983 3.74591
H 4.52610 -1.38099 2.28860
H 6.26209 -0.14117 0.85419
H 5.49736 1.37976 1.36371
H 5.43509 -1.28324 -1.01805
H 3.75422 -1.56006 -2.79992
H 1.66335 -0.24719 -2.71464
H 1.24307 1.29117 -0.87506
H 1.13160 2.51967 0.65130
H 2.09045 3.39540 1.87052
H 0.22358 2.24483 2.95248
H 2.76920 1.20451 3.48590
H 0.19264 -0.25883 3.06586
H 1.52912 -0.31450 1.90083
H -0.81481 -1.77209 1.11734
H 0.63279 -1.36767 0.15406
H -0.73502 -0.29681 -1.56297
H -1.31149 -1.95957 -1.25330
H -5.08336 -0.11774 0.13541
H -7.01699 -0.64229 -1.24488
H -7.48139 -2.69589 -3.41609
H -7.86224 -0.98692 -3.60850
H -6.81499 -1.79993 -4.78132
H -4.44397 -2.03858 -4.34034
H -2.50285 -1.47991 -2.99991
H -1.98461 1.54967 -0.53147
H -3.45024 1.18637 0.40545
H -2.08397 0.02500 2.12270
H -1.54294 1.70611 1.88068
*
```

Here are the Löwdin charges for atoms 1 to 4, given in e:
1. C -0.011
2. C -0.165
3. C -0.142
4. C -0.162


No. 2
DFT (wB97M-V/def2-TZVPD) results for a cluster of 2 separate species, C9H14O in total.

Its total energy is -426.55393 hartree. Its LUMO energy is 0.89 eV. The value obtained for the max |F| is 0.0328 hartree/bohr. The molecular weight comes out at 138.2 g/mol. Its structure (SMILES) is Cc1ccc(O)cc1.CC. The frontier orbital gap is 9.241 eV. Its energy relative to the best compared isomer or geometry (same formula, charge and spin) is 11.8 kcal per mole.

Geometry as ORCA input:
```
! wB97M-V def2-TZVPD RIJCOSX def2/J DEFGRID3
* xyz 0 1
C -0.78727 -1.82927 2.17481
C -0.80618 -0.34366 1.88837
C -0.90486 0.56147 2.92692
C -0.77049 1.93235 2.67214
C -0.56047 2.35217 1.37827
O -0.37562 3.66931 1.04662
C -0.42910 1.44911 0.31868
C -0.48537 0.09326 0.59373
H -0.92330 -1.99187 3.24192
H 0.10495 -2.29997 1.76484
H -1.60073 -2.38619 1.69544
H -1.13911 0.20919 3.92770
H -0.74425 2.67001 3.46026
H -0.34662 4.24262 1.82440
H -0.12298 1.87668 -0.62440
H -0.57689 -0.59501 -0.23864
C 1.21062 -1.43245 -4.24053
C 1.38527 -0.97332 -2.76334
H 1.94819 -2.19867 -4.47048
H 0.23781 -1.87189 -4.40419
H 1.47302 -0.62877 -4.93139
H 2.23302 -1.42566 -2.27926
H 0.44705 -1.18221 -2.24582
H 1.53331 0.10274 -2.71605
*
```

Here are the Löwdin charges for atoms 1 to 4, given in e:
1. C -0.060
2. C -0.287
3. C -0.048
4. C -0.025


No. 3
DFT (wB97M-V/def2-TZVPD) results for a cluster of 7 separate species, C35H83BN3O25S7 in total.

Its total energy is -6240.42502 hartree. Its LUMO energy is -3.05 eV. The value obtained for the max |F| is 0.0948 hartree/bohr. The molecular weight comes out at 1181.3 g/mol. The frontier orbital gap is 8.386 eV.

Geometry as ORCA input:
```
! wB97M-V def2-TZVPD RIJCOSX def2/J DEFGRID3
* xyz 1 1
C 4.30678 -2.26781 1.55963
C 4.37933 -1.59198 0.12921
N 4.03683 -0.16028 0.21355
C 2.61219 0.10900 0.43523
C 1.68000 -0.08805 -0.82133
C 0.83364 -1.44904 -0.82055
C -0.72186 -1.25367 -0.62192
N -1.23527 -1.23757 0.77695
N -1.25958 -0.04360 1.52947
C -1.22358 1.12312 0.96962
C -2.19820 1.72502 -0.09680
C -0.12692 2.13242 1.46142
B -2.69973 -1.72664 0.67434
O -3.01851 -3.06889 0.38622
O -3.77841 -0.85588 0.90518
C -4.50176 -1.18250 2.11564
C -0.36161 -2.17839 1.58904
C -1.01723 -2.92816 2.78938
C -1.55030 -2.02516 3.99384
C -0.39145 -1.64065 4.99274
S 0.15084 0.10016 4.91457
O -0.86199 0.99761 4.34126
O 0.45622 0.55129 6.28634
O 1.58919 0.12684 4.08072
C 0.43730 -3.21583 0.71569
O 1.42678 -2.47377 -0.00867
C 4.61450 0.63107 -0.83198
C 4.91953 2.14025 -0.57969
O 4.91221 0.13144 -1.91110
H 4.16629 -3.37846 1.49290
H 3.46276 -1.87848 2.18353
H 5.24554 -2.01846 2.12453
H 3.82517 -2.17474 -0.64681
H 5.46480 -1.64379 -0.16004
H 2.18120 -0.44924 1.30150
H 2.53514 1.19792 0.72080
H 2.22289 -0.01035 -1.80315
H 0.90101 0.72674 -0.86876
H 0.92822 -1.82016 -1.88485
H -1.19096 -2.15026 -1.12576
H -1.03028 -0.41302 -1.28981
H -1.61738 2.35886 -0.80941
H -2.97007 2.36127 0.41206
H -2.73550 0.93878 -0.68651
H 0.62762 1.62832 2.10009
H -0.66734 2.92628 2.05302
H 0.30954 2.63998 0.55965
H -3.39997 -3.52324 1.15592
H -5.61524 -1.14390 1.98797
H -4.19600 -2.14168 2.60481
H -4.26915 -0.36779 2.85941
H 0.42415 -1.50273 2.03002
H -0.17425 -3.50900 3.26427
H -1.74771 -3.73733 2.51223
H -2.23755 -2.69992 4.57850
H -2.17465 -1.16279 3.66755
H 0.49503 -2.32430 4.89535
H -0.76539 -1.80073 6.03956
H 1.89936 1.05352 4.19174
H 0.97070 -3.94525 1.37084
H -0.21843 -3.82603 0.02733
H 5.70886 2.52582 -1.27080
H 5.32494 2.21416 0.46824
H 3.96752 2.72711 -0.65314
O 4.17296 -2.48228 -7.32143
S 5.37709 -1.77150 -7.65438
O 6.67020 -2.36649 -7.47791
O 5.34985 -0.34702 -6.91263
C 5.13422 -0.34420 -5.49584
C 6.38697 -0.71162 -4.72625
C 5.25537 -1.16609 -9.30940
H 4.30368 -1.00633 -5.23767
H 4.83333 0.66999 -5.22914
H 6.66259 -1.75452 -4.89354
H 6.22836 -0.57128 -3.65789
H 7.23202 -0.09887 -5.04604
H 4.29607 -0.66790 -9.43239
H 5.32485 -2.02056 -9.98087
H 6.07843 -0.47848 -9.49350
O -0.60459 5.05377 2.55838
S -1.01842 6.25525 3.23642
O -2.19236 6.97206 2.83400
O 0.22148 7.27139 3.29574
C 0.88617 7.61098 2.06878
C 0.10413 8.62926 1.26416
C -1.11959 5.93055 4.96971
H 1.08617 6.71206 1.48016
H 1.85176 8.03511 2.34715
H -0.82714 8.20227 0.88716
H 0.68845 8.97299 0.41139
H -0.16149 9.48891 1.88213
H -0.20714 5.43132 5.28894
H -1.98023 5.28442 5.13672
H -1.25269 6.87360 5.49587
O -7.41529 -0.95166 3.88282
S -8.82463 -1.20938 3.74367
O -9.75926 -0.14711 3.51872
O -9.31858 -2.08511 4.99481
C -9.04205 -1.60120 6.31660
C -9.99804 -0.49636 6.72382
C -9.06506 -2.44529 2.50385
H -8.00251 -1.27349 6.39506
H -9.16387 -2.45160 6.98865
H -9.83348 0.40493 6.13122
H -9.85975 -0.24007 7.77535
H -11.03306 -0.80364 6.56563
H -8.39303 -3.27815 2.70088
H -8.83560 -1.99606 1.53853
H -10.10360 -2.76890 2.52728
O 2.45164 10.60264 0.20892
S 2.06006 11.93662 -0.16006
O 0.95968 12.18118 -1.04636
O 3.35041 12.72918 -0.69546
C 4.11688 12.14362 -1.75570
C 3.45047 12.33469 -3.10494
C 1.81776 12.88490 1.31047
H 4.30517 11.08632 -1.55366
H 5.08325 12.64934 -1.75422
H 2.52526 11.76006 -3.17192
H 4.11230 12.00575 -3.90781
H 3.19280 13.38318 -3.26332
H 2.67501 12.74420 1.96549
H 0.91127 12.52238 1.79309
H 1.70281 13.93215 1.03828
O 2.63623 -8.48005 -4.50603
S 2.42413 -7.22800 -3.83978
O 1.27085 -6.41674 -4.11292
O 3.74356 -6.32654 -3.98618
C 4.27221 -6.08898 -5.30199
C 3.48352 -5.03322 -6.05126
C 2.53140 -7.48198 -2.09368
H 4.31976 -7.02174 -5.86895
H 5.29751 -5.74356 -5.16293
H 2.48006 -5.39016 -6.29210
H 3.98248 -4.77417 -6.98234
H 3.37063 -4.13236 -5.44730
H 3.43218 -8.05164 -1.87565
H 1.64887 -8.04050 -1.78501
H 2.55329 -6.51316 -1.59806
O -5.71313 -7.72399 -2.04912
S -4.86646 -8.12883 -0.96447
O -4.98408 -7.53604 0.33916
O -3.33182 -8.03153 -1.43886
C -2.87518 -6.79086 -1.98462
C -2.60761 -5.76886 -0.89599
C -4.93710 -9.88560 -0.79859
H -3.58723 -6.40748 -2.71926
H -1.94815 -7.00688 -2.51756
H -3.53439 -5.46184 -0.41095
H -2.13324 -4.87933 -1.31322
H -1.95974 -6.18901 -0.12253
H -4.79362 -10.33716 -1.77787
H -5.91986 -10.14189 -0.40586
H -4.16237 -10.20519 -0.10438
*
```

Here are the Löwdin charges for atoms 1 to 4, given in e:
1. C -0.073
2. C -0.210
3. N -0.091
4. C -0.159


No. 4
DFT (wB97M-V/def2-TZVPD) results for the ion C4H13N2O with charge +1.

Its total energy is -344.63114 hartree. Its LUMO energy is -2.96 eV. The value obtained for the max |F| is 0.0856 hartree/bohr. The molecular weight comes out at 105.2 g/mol. Its structure (SMILES) is CN[C@H](O)[NH+](C)C. The frontier orbital gap is 11.367 eV. Its energy relative to the best compared isomer or geometry (same formula, charge and spin) is 85.2 kcal per mole.

Geometry as ORCA input:
```
! wB97M-V def2-TZVPD RIJCOSX def2/J DEFGRID3
* xyz 1 1
C -2.55644 -0.06354 -0.27044
N -1.30951 -0.47752 0.51847
C -0.18688 0.67415 0.48380
O -0.33307 1.48345 -0.60242
N 1.10393 -0.21095 0.48805
C 2.28772 0.56642 0.26281
C 0.89540 -1.13485 -0.63923
H -2.41331 -0.21598 -1.27138
H -3.30360 -0.71827 0.02464
H -2.89774 1.00390 -0.10613
H -1.50904 -0.50678 1.48901
H -0.17217 1.19488 1.45986
H -1.04297 1.07612 -1.11345
H 1.02618 -0.82609 1.27631
H 2.98471 -0.19382 0.19661
H 2.13671 1.02266 -0.62211
H 2.62967 1.26798 1.08723
H 1.27093 -0.52661 -1.56912
H 1.54213 -1.93736 -0.54898
H -0.15267 -1.47779 -0.54355
*
```

Here are the Löwdin charges for atoms 1 to 4, given in e:
1. C -0.046
2. N -0.049
3. C -0.282
4. O 0.068